{
  "formula": "C84H208O42S9",
  "method": "ωB97M-V/def2-TZVPD",
  "mol_weight_g_mol": 2179.15,
  "charge": 0,
  "orbital_gap_ev": 8.84,
  "e_lumo_ev": 0.39,
  "homo_energy_ev": -8.45,
  "symbols": ["C", "O", "C", "C", "O", "C", "C", "O", "C", "H", "H", "H", "H", "H", "H", "H", "H", "H", "H", "H", "H", "H", "H", "C", "O", "C", "C", "O", "C", "C", "O", "C", "H", "H", "H", "H", "H", "H", "H", "H", "H", "H", "H", "H", "H", "H", "C", "O", "C", "C", "O", "C", "C", "O", "C", "H", "H", "H", "H", "H", "H", "H", "H", "H", "H", "H", "H", "H", "H", "C", "O", "C", "C", "O", "C", "C", "O", "C", "H", "H", "H", "H", "H", "H", "H", "H", "H", "H", "H", "H", "H", "H", "C", "O", "C", "C", "O", "C", "C", "O", "C", "H", "H", "H", "H", "H", "H", "H", "H", "H", "H", "H", "H", "H", "H", "C", "O", "C", "C", "O", "C", "C", "O", "C", "H", "H", "H", "H", "H", "H", "H", "H", "H", "H", "H", "H", "H", "H", "C", "O", "C", "C", "O", "C", "C", "O", "C", "H", "H", "H", "H", "H", "H", "H", "H", "H", "H", "H", "H", "H", "H", "C", "O", "C", "C", "O", "C", "C", "O", "C", "H", "H", "H", "H", "H", "H", "H", "H", "H", "H", "H", "H", "H", "H", "C", "O", "C", "C", "O", "C", "C", "O", "C", "H", "H", "H", "H", "H", "H", "H", "H", "H", "H", "H", "H", "H", "H", "C", "O", "C", "C", "O", "C", "C", "O", "C", "H", "H", "H", "H", "H", "H", "H", "H", "H", "H", "H", "H", "H", "H", "C", "O", "C", "C", "O", "C", "C", "O", "C", "H", "H", "H", "H", "H", "H", "H", "H", "H", "H", "H", "H", "H", "H", "C", "S", "O", "C", "H", "H", "H", "H", "H", "H", "C", "S", "O", "C", "H", "H", "H", "H", "H", "H", "C", "S", "O", "C", "H", "H", "H", "H", "H", "H", "C", "S", "O", "C", "H", "H", "H", "H", "H", "H", "C", "S", "O", "C", "H", "H", "H", "H", "H", "H", "C", "S", "O", "C", "H", "H", "H", "H", "H", "H", "C", "S", "O", "C", "H", "H", "H", "H", "H", "H", "C", "S", "O", "C", "H", "H", "H", "H", "H", "H", "C", "S", "O", "C", "H", "H", "H", "H", "H", "H"],
  "xyz": [[4.166736, -3.297379, 6.786939], [3.430333, -2.108337, 7.170155], [2.850352, -1.491557, 6.048034], [3.932714, -0.719992, 5.313739], [4.589200, -1.548333, 4.293030], [5.557307, -0.873589, 3.516199], [5.290161, -1.146738, 2.075908], [5.686447, -2.412372, 1.601261], [5.480934, -2.608040, 0.207902], [4.609180, -3.801955, 7.684557], [5.002635, -3.084919, 6.071989], [3.426962, -3.938796, 6.274402], [2.066231, -0.850614, 6.422263], [2.419355, -2.169414, 5.336932], [4.728089, -0.302002, 5.956169], [3.445917, 0.079853, 4.772845], [6.559280, -1.321316, 3.763862], [5.541968, 0.223429, 3.611210], [5.755953, -0.306009, 1.617613], [4.183238, -1.024592, 1.951930], [4.403449, -2.804627, -0.106652], [6.097533, -3.447827, -0.118264], [5.848234, -1.712144, -0.343945], [3.348086, 5.350253, 4.964892], [2.943920, 4.210100, 5.593457], [3.429155, 3.077404, 4.901477], [4.833712, 2.702604, 5.360541], [5.558726, 2.236153, 4.240763], [6.957040, 2.043312, 4.566521], [7.834830, 2.156212, 3.353768], [8.138430, 3.441973, 2.870753], [9.500191, 3.770885, 2.657402], [3.007521, 5.427487, 3.973853], [4.439030, 5.365225, 4.936656], [2.988038, 6.180240, 5.525078], [3.565887, 3.332720, 3.850599], [2.720719, 2.225865, 5.042433], [4.911401, 1.977876, 6.185194], [5.308645, 3.611077, 5.764959], [7.133755, 1.030244, 4.971234], [7.188015, 2.806439, 5.296354], [7.414636, 1.465964, 2.558534], [8.670586, 1.600240, 3.730676], [9.788018, 4.545264, 3.341946], [9.525542, 4.103094, 1.627642], [10.274573, 3.031545, 2.843219], [2.575610, -4.306267, 1.711657], [2.175377, -5.437867, 0.960799], [3.115454, -5.865398, -0.031227], [4.244034, -6.745428, 0.496648], [5.083223, -6.935745, -0.615819], [5.990459, -8.000592, -0.604249], [6.988841, -7.766742, -1.757802], [6.345329, -8.190686, -2.975939], [7.219092, -8.402392, -4.046958], [1.822309, -4.272401, 2.496701], [2.489027, -3.471489, 1.069645], [3.554603, -4.452417, 2.161750], [3.530187, -4.981525, -0.570120], [2.463192, -6.388545, -0.816191], [3.799172, -7.733811, 0.806460], [4.817109, -6.381099, 1.316269], [5.456617, -8.843535, -0.892849], [6.428848, -8.161656, 0.426795], [7.905740, -8.372095, -1.546498], [7.302901, -6.736117, -1.832358], [7.860057, -7.615045, -4.376854], [6.568706, -8.805720, -4.811945], [7.872875, -9.242210, -3.836371], [-6.192771, -0.161775, -5.050102], [-6.351418, -1.552636, -4.979122], [-6.600774, -2.038706, -3.671110], [-5.430326, -2.198290, -2.722336], [-4.507653, -3.194678, -3.069025], [-3.500767, -2.774298, -3.934318], [-2.885359, -4.082875, -4.475459], [-3.828062, -4.902599, -5.227729], [-3.976295, -4.528491, -6.553336], [-5.235760, 0.176667, -4.741638], [-6.969248, 0.315434, -4.439859], [-6.366726, 0.172122, -6.086286], [-6.967626, -3.034860, -3.926620], [-7.358829, -1.475505, -3.184736], [-5.770627, -2.516280, -1.759132], [-4.868275, -1.262346, -2.546683], [-2.843160, -2.111697, -3.393995], [-3.940236, -2.218357, -4.835718], [-2.503633, -4.587582, -3.567825], [-2.015749, -3.817354, -5.021483], [-3.016954, -4.161834, -6.955500], [-4.653239, -3.658418, -6.603056], [-4.265356, -5.409722, -7.148215], [-2.669985, 0.093051, 1.516968], [-2.783716, -0.492344, 2.759221], [-1.661251, -0.182949, 3.533887], [-0.316915, -0.567709, 2.958796], [0.179212, 0.375123, 2.095703], [1.548405, 0.266191, 1.846384], [1.822460, 1.220192, 0.647331], [3.118000, 1.028652, 0.159333], [3.114389, 0.170598, -0.971930], [-1.692683, -0.117609, 1.034646], [-2.804937, 1.205592, 1.495408], [-3.396699, -0.274103, 0.885377], [-1.723229, -0.694068, 4.470705], [-1.636102, 0.891887, 3.805123], [-0.400512, -1.649794, 2.552280], [0.312857, -0.654760, 3.908300], [1.730955, -0.801272, 1.695874], [2.111879, 0.624644, 2.718966], [1.732957, 2.229512, 0.921947], [1.068778, 1.019461, -0.149135], [2.353703, -0.601323, -0.825262], [4.061380, -0.276844, -1.196569], [2.770599, 0.725807, -1.845955], [-0.008964, 3.288162, 6.139740], [-1.016840, 2.351204, 5.959214], [-1.567797, 2.087841, 7.230437], [-2.274315, 0.722221, 7.212211], [-1.420283, -0.327649, 6.929954], [-2.020723, -1.555805, 7.181753], [-1.055780, -2.748354, 6.910194], [-0.781436, -2.795304, 5.503315], [-0.283527, -4.051042, 5.025093], [0.275095, 3.547699, 5.110173], [0.834344, 2.936416, 6.732253], [-0.303693, 4.255509, 6.634635], [-2.275347, 2.834160, 7.570695], [-0.710260, 1.957304, 7.962323], [-3.072775, 0.786105, 6.474199], [-2.560771, 0.531956, 8.234725], [-2.786300, -1.725804, 6.417670], [-2.405623, -1.573669, 8.212491], [-1.409520, -3.664655, 7.374677], [-0.129761, -2.530195, 7.478499], [0.199564, -3.909106, 4.049351], [-1.069433, -4.836627, 4.994379], [0.490821, -4.387692, 5.718018], [2.145672, 4.179129, -1.730181], [0.796676, 4.299442, -2.119297], [0.233235, 5.606469, -2.319887], [-1.219270, 5.241651, -2.412781], [-2.037209, 6.305571, -2.873827], [-3.410742, 6.039493, -2.672155], [-4.376255, 6.795443, -3.682183], [-5.614888, 6.338221, -3.131768], [-6.668663, 7.040625, -3.734496], [2.355920, 3.083692, -1.752532], [2.287338, 4.578680, -0.705448], [2.831606, 4.623507, -2.442388], [0.617222, 6.106645, -3.181200], [0.429869, 6.287956, -1.441103], [-1.594729, 4.964141, -1.428735], [-1.197230, 4.327215, -3.069952], [-3.754770, 6.278233, -1.660427], [-3.631530, 4.951643, -2.899935], [-4.228012, 6.515111, -4.742259], [-4.216577, 7.832596, -3.616964], [-7.580235, 6.706919, -3.239666], [-6.828411, 6.840433, -4.787770], [-6.642083, 8.090111, -3.582657], [-3.577500, 5.613013, 5.552231], [-4.507626, 4.639132, 5.353867], [-3.951161, 3.606896, 4.562374], [-4.661331, 2.291379, 4.701555], [-5.911673, 2.402738, 3.995500], [-6.580026, 1.146327, 3.913772], [-8.056609, 1.309142, 3.513752], [-8.814585, 1.808379, 4.673265], [-8.247949, 2.783303, 5.542180], [-4.082239, 6.445373, 6.036818], [-3.081289, 6.028497, 4.678697], [-2.763826, 5.246749, 6.194607], [-2.884889, 3.381962, 4.855895], [-4.061808, 3.952396, 3.517624], [-4.799567, 1.999565, 5.783538], [-3.979229, 1.532870, 4.282400], [-6.449613, 0.644503, 4.887543], [-6.199268, 0.457822, 3.158878], [-8.475329, 0.313086, 3.394277], [-8.185334, 1.957336, 2.634638], [-8.218237, 3.756060, 5.105035], [-7.181609, 2.473756, 5.735482], [-8.792631, 2.865767, 6.496185], [-0.874339, -6.569444, -4.837029], [0.064065, -5.535704, -4.903484], [1.414115, -5.926674, -4.917538], [2.382893, -4.758165, -5.082537], [2.600076, -4.128780, -3.831850], [3.935604, -3.710692, -3.557256], [4.876949, -4.805442, -3.145666], [6.080563, -4.247881, -2.603024], [6.875200, -3.588419, -3.564333], [-1.874577, -6.152289, -5.085673], [-0.899121, -6.984653, -3.824051], [-0.669488, -7.396906, -5.574783], [1.487730, -6.623081, -5.792114], [1.748930, -6.549526, -3.942378], [2.008431, -3.959661, -5.681983], [3.276559, -5.194879, -5.539450], [3.769202, -2.947979, -2.772156], [4.274034, -3.149319, -4.443017], [5.090298, -5.499170, -3.933178], [4.448676, -5.392241, -2.359256], [7.753898, -3.108599, -3.054678], [6.419845, -2.744788, -4.154080], [7.283290, -4.264765, -4.278458], [6.086133, 1.647914, -2.357924], [5.788233, 0.610759, -3.236406], [6.794910, 0.332631, -4.165311], [6.159302, -0.107275, -5.527935], [5.575774, 1.087548, -5.969497], [5.173584, 1.296494, -7.334806], [6.272937, 1.230234, -8.328886], [6.576803, -0.112605, -8.577389], [7.766869, -0.400449, -9.224685], [5.223859, 1.939971, -1.743945], [6.517522, 2.506551, -2.904758], [6.731310, 1.303982, -1.486056], [7.502377, -0.405750, -3.721766], [7.396584, 1.191893, -4.395640], [5.390375, -0.879216, -5.403363], [6.988061, -0.607658, -6.055727], [4.751406, 2.274250, -7.354592], [4.485730, 0.512888, -7.700117], [7.117463, 1.805554, -7.979531], [6.029172, 1.671456, -9.349598], [7.949392, -1.432685, -9.119581], [8.624123, 0.261672, -8.780455], [7.710400, -0.182837, -10.316190], [-5.908665, -2.079160, 0.870294], [-7.048869, -1.542413, 0.202768], [-6.748364, -0.203409, -0.265424], [-8.000618, 0.461306, -0.755029], [-8.505336, 1.465574, 0.053373], [-9.770132, 1.924034, -0.342862], [-10.069732, 3.323035, 0.197009], [-9.027828, 4.282767, -0.094766], [-9.203794, 4.836215, -1.332214], [-5.010636, -1.978574, 0.255504], [-6.063834, -3.152106, 1.130931], [-5.777325, -1.509006, 1.807051], [-5.930470, -0.087729, -1.025358], [-6.393192, 0.418868, 0.552924], [-8.802067, -0.271724, -0.864313], [-7.833798, 0.815812, -1.792707], [-10.556574, 1.301339, 0.016117], [-9.746847, 1.950905, -1.419626], [-10.289458, 3.296772, 1.254490], [-11.050969, 3.661151, -0.264870], [-8.446829, 5.595623, -1.426896], [-10.275874, 5.140424, -1.452166], [-8.964825, 4.102581, -2.126070], [-0.649808, 6.206786, 2.310919], [0.251918, 4.728323, 1.730859], [1.321830, 4.543911, 2.766260], [-1.040860, 3.519794, 2.070408], [-1.511477, 6.292919, 1.648180], [-0.012393, 7.067830, 2.282538], [-0.922942, 5.841626, 3.315674], [-1.275391, 3.543175, 3.170274], [-0.860913, 2.460710, 1.762274], [-1.900072, 3.817778, 1.486363], [6.961768, 5.351134, 0.579918], [5.210416, 5.195042, 0.094995], [5.278947, 4.410931, -1.214575], [4.796335, 4.156121, 1.399239], [6.995777, 5.761879, 1.578688], [7.364813, 6.088648, -0.085138], [7.443819, 4.389513, 0.520178], [5.294220, 3.197014, 1.393377], [3.712692, 3.986621, 1.386898], [5.037377, 4.541758, 2.374775], [4.330266, 3.728557, -4.889970], [5.785556, 4.720458, -5.428620], [5.429378, 5.204123, -6.752104], [5.472984, 6.080400, -4.209629], [3.496248, 4.376216, -5.031521], [4.422077, 3.229993, -3.897856], [4.152972, 2.903817, -5.597222], [4.508166, 6.484226, -4.591914], [6.233434, 6.861718, -4.345415], [5.508536, 5.611973, -3.198939], [0.041723, -3.842788, -1.469997], [-0.742825, -2.318468, -0.892467], [-0.988803, -1.659781, -2.185123], [-2.428602, -3.039734, -0.467457], [1.001038, -3.646530, -1.895454], [-0.587342, -4.125458, -2.313764], [0.189154, -4.515819, -0.612939], [-2.252793, -4.000647, 0.020094], [-2.972221, -3.157703, -1.379847], [-2.847616, -2.340500, 0.224232], [-4.004033, -3.081488, 3.750047], [-4.297173, -4.510745, 4.964392], [-4.124868, -3.859607, 6.296831], [-6.042973, -4.737854, 4.660991], [-4.220792, -3.307641, 2.734592], [-2.922098, -3.054741, 3.864315], [-4.473022, -2.234909, 4.268442], [-6.342254, -5.431348, 3.938981], [-6.481400, -3.763761, 4.386069], [-6.456406, -5.173416, 5.601851], [-5.786074, 3.443747, -0.903806], [-4.861756, 3.463280, 0.633346], [-3.570382, 4.123229, 0.297823], [-5.761837, 4.637951, 1.635271], [-5.789529, 4.449406, -1.404596], [-6.762907, 3.106206, -0.705054], [-5.224326, 2.684740, -1.419291], [-6.626052, 4.140599, 2.054644], [-6.011865, 5.502475, 1.074600], [-5.035193, 4.871733, 2.414289], [0.427460, -1.479713, -5.199506], [2.201972, -1.277226, -5.086253], [2.842479, -1.869218, -6.311815], [2.300452, 0.482383, -5.291539], [-0.009219, -1.260171, -4.204946], [0.317202, -2.550326, -5.484272], [0.027992, -0.848329, -5.995145], [2.216176, 0.765610, -6.380609], [3.304455, 0.801983, -4.939086], [1.488530, 0.973150, -4.697391], [-1.928346, 1.093116, -3.536164], [-2.892239, 1.563609, -2.034869], [-3.846987, 0.450161, -1.780500], [-1.382368, 1.488141, -0.969259], [-1.528947, 0.143986, -3.329176], [-1.143864, 1.790197, -3.781320], [-2.745525, 1.020002, -4.268163], [-0.855845, 2.320907, -1.411013], [-0.821321, 0.532400, -0.928573], [-1.666955, 1.866031, 0.024308], [-5.985749, -7.594653, 1.254454], [-4.827300, -6.458638, 0.488318], [-4.679538, -5.292262, 1.442496], [-5.888472, -5.942574, -0.865358], [-5.337429, -8.073083, 2.036267], [-6.446415, -8.270351, 0.588233], [-6.867457, -7.059757, 1.665546], [-6.840866, -5.714767, -0.473576], [-6.004545, -6.817061, -1.552316], [-5.371135, -5.077197, -1.364939]],
  "atomic_forces_ev_per_a": [[0.0549, 0.1705, -0.0173], [0.4846, -1.4297, 0.3266], [1.7044, 0.5582, 0.3490], [0.6309, -0.0860, -1.4698], [-0.9380, 0.3141, 1.3519], [0.6634, -1.3100, 0.2788], [-1.8128, -0.1469, -0.0787], [0.0974, -0.0532, 0.0369], [-0.2063, 0.5960, -0.4613], [-0.7228, 0.6069, -0.6392], [-0.7414, 0.0221, 0.5489], [0.5367, -0.2129, 0.2139], [-0.1639, 0.4097, 0.0458], [-0.4081, -0.7846, -0.3515], [-0.5657, -0.1929, 0.1475], [-0.0639, 0.6248, -0.1854], [-0.5042, 0.6924, -0.0166], [-0.1457, -0.5259, 0.3861], [0.6799, 0.4646, -1.4931], [0.6342, 0.0253, -0.1808], [1.0852, 0.3185, 0.6332], [-0.2112, -0.0262, 0.1653], [-0.3135, -0.4266, 0.1396], [1.4230, 0.8432, 0.3870], [-0.8377, -1.9041, 0.6413], [-0.0387, -0.7459, 0.3759], [0.3406, 0.2756, 0.5697], [0.9268, 0.0021, 0.0338], [-1.4861, 0.4482, -0.4745], [-0.4946, -1.3907, -0.5563], [-0.3277, -0.7532, 0.6743], [-0.2463, 0.1986, -0.1721], [-0.7238, -0.0151, -1.4349], [0.3825, 0.4505, 0.0123], [-0.1807, 0.7864, 0.4944], [-0.5080, -0.2695, -0.2546], [0.3627, 0.7667, -0.2598], [-0.4406, -0.0623, -0.1564], [-0.0201, 0.0102, -0.1779], [-0.2786, 0.3462, 0.1192], [0.5232, 0.1212, 0.3737], [0.2288, 0.9531, 0.4443], [1.3860, 0.0793, -0.2505], [-0.0593, 0.8918, 0.1846], [0.6023, 0.2446, -0.1710], [-0.4494, -0.8826, -0.2144], [-0.6019, -1.6317, 0.5289], [0.4707, -0.9128, -0.4675], [-1.3517, 0.6846, -0.7386], [-1.1378, -1.9368, -1.0502], [-0.0129, 1.0043, -0.2987], [1.1282, 1.4077, 0.3892], [0.1429, -1.1688, 0.4645], [0.3920, 0.8474, 1.1983], [-0.5759, -1.8548, 0.1297], [0.1379, 0.4282, 0.1789], [0.2996, 1.4116, -0.4324], [0.2308, 0.3730, -0.0577], [-0.0421, -0.3970, 0.4720], [1.2124, 0.2958, 1.1084], [0.2839, 0.7319, -0.0829], [0.2722, 0.7688, 0.8792], [-0.9075, -2.1091, -0.2237], [-0.0219, 0.3053, -1.1231], [-0.5527, 0.1352, -0.3543], [-0.0861, 0.5146, 0.0382], [0.0245, 1.1502, -0.1396], [0.0227, 0.4422, -0.6658], [0.4857, -0.2984, 0.3542], [-1.4044, 0.1657, -0.6397], [0.3876, 0.2848, -0.0563], [0.7506, -1.5794, -0.9070], [0.8609, 0.9411, -0.0395], [-0.6241, -0.6944, 0.0529], [-1.0737, -0.4196, -2.5368], [-1.0158, 0.7499, 1.2187], [1.4326, 0.0519, 2.1023], [0.5037, 0.9958, -0.6628], [1.0953, 0.2948, 0.4857], [0.1138, 0.1991, 0.1025], [0.1529, -0.3104, 0.2815], [-0.2327, -0.1407, 0.5840], [-0.9302, 0.7083, 0.4683], [-0.8338, -0.0055, 0.5854], [-0.3881, -0.1098, -0.2230], [0.7981, 0.0761, -0.0881], [0.4437, -0.4671, 1.1466], [-0.5718, -0.5288, -0.5925], [0.8677, -0.0140, -1.0846], [-0.0436, -0.1907, -0.0925], [-0.2417, -0.5267, -0.4564], [-0.2967, 0.5172, 0.2735], [1.5276, 1.4723, -0.5228], [-0.1745, -0.2424, 0.4097], [0.4154, 0.8079, 0.4500], [-0.1017, -2.0268, 2.1878], [-0.4002, 0.7310, -0.5487], [-0.1051, 0.8271, -0.3657], [-0.3764, -2.3148, -0.3065], [0.9489, -0.2326, -0.4344], [-1.2617, 0.2329, -0.0034], [-0.5247, 0.0694, 0.3739], [0.1125, -0.5504, 0.5265], [-1.8621, -0.9169, -1.3410], [-0.3878, -0.5479, 0.5188], [0.0025, -0.1455, -0.3040], [0.3099, 1.4874, 0.0846], [-0.2459, 0.0878, -1.1479], [0.6953, 0.0664, -0.5157], [0.1406, -0.1951, 0.0010], [-0.2455, 1.4222, 0.7366], [0.3981, 0.1276, 0.5081], [0.1673, -0.3995, 0.0411], [0.6534, -0.0212, 0.2351], [0.1314, 0.1688, -0.2800], [0.6607, 1.8556, -1.2864], [-0.7887, 0.0608, 1.1067], [1.0721, -2.5935, 0.4630], [0.4541, 1.1963, 0.1303], [1.8416, 0.1181, -0.6277], [0.0980, -1.8070, -1.0232], [0.8231, 1.6964, 0.6868], [-0.3196, -0.5360, 0.0887], [-0.0627, 0.1689, 0.8390], [0.5844, 0.0885, 0.4426], [0.1428, -0.3926, -0.1393], [-0.3265, -0.7732, -0.2927], [-0.1006, 0.4726, 0.0430], [-0.8909, 0.4766, -0.5077], [-0.5357, -0.2945, 0.1786], [-1.2193, 0.3505, 0.4565], [-0.6647, 0.0926, 0.5074], [-0.1177, -0.2890, -0.2326], [-0.6316, -0.2583, -0.5618], [0.0938, -0.0185, -0.4359], [-0.4513, 0.0960, 0.1860], [0.2830, 0.5004, -0.1478], [0.1521, -0.2239, -0.0174], [-0.1267, -0.7103, 0.2994], [-0.1888, 0.3880, -0.2809], [0.3910, -0.2998, 2.0515], [-0.5359, -0.1677, -0.2930], [0.0512, -0.0217, -0.3957], [-0.6603, -0.7577, -1.9264], [1.4103, -2.6498, 1.5780], [0.2056, 1.0934, -1.2660], [-1.4889, -1.1413, 0.5538], [-0.0517, 0.7609, 0.2992], [0.1473, -0.1295, -0.4561], [0.1654, 0.4121, -0.0179], [0.2983, 0.1837, -0.9337], [-0.0740, -0.6928, -0.5960], [0.1253, -0.3930, 0.1862], [-0.7080, 0.7897, 0.2533], [0.2314, -0.0784, -0.0274], [0.3178, 0.9007, 0.5945], [-0.1585, -0.2504, 0.4544], [-0.2220, 1.6376, 0.3044], [-0.1121, -0.0825, 0.0317], [0.4275, -0.1844, -0.4437], [0.4726, 1.2099, 0.1562], [0.9337, 1.4033, 1.2066], [-0.7367, -1.3841, -0.4158], [0.4688, -0.3102, 0.0564], [-0.5210, 0.1329, 0.1218], [0.8042, -0.9620, -0.1724], [-0.5885, -0.0574, -0.2362], [0.5011, 1.0495, 2.8428], [-0.6818, -0.1410, -0.4729], [1.5777, -1.2886, 0.1006], [0.0846, 0.0939, 0.2086], [-0.1464, -0.1538, -0.7233], [0.0274, 0.1066, 0.1411], [-0.7499, 0.5972, -0.3612], [0.7679, -0.5643, 0.3280], [-0.2039, 0.4234, -0.8362], [-0.4529, -0.0541, -0.2775], [-0.4910, -0.0664, -0.2072], [0.8400, 0.1577, -0.2296], [-0.0285, 0.0389, -0.5116], [0.0702, -0.2508, 0.1887], [0.0358, 0.8530, -0.5364], [-1.1683, 0.6599, 0.3707], [-0.0980, -0.5112, -0.5326], [-0.5496, -0.6245, -0.5876], [0.1715, 1.0395, 0.2620], [0.5028, -1.8208, 0.6579], [-0.4897, -0.7732, 0.6431], [0.4145, -0.7842, 0.7301], [-1.1693, 1.4063, -0.6002], [0.3465, 0.5888, 0.6965], [-0.2141, 0.2711, -0.4506], [0.8077, 1.7617, 0.3640], [0.7693, -0.3442, 0.2165], [-0.0608, -0.2066, -0.0209], [0.0483, 0.6502, 0.5935], [0.4547, 0.3255, 0.5400], [-0.8545, 1.3043, -1.8713], [-0.3599, 0.0048, -1.2093], [0.2165, 0.3201, 0.1970], [0.5901, -0.4592, -0.0255], [0.2319, -0.1883, 0.1819], [0.3034, -0.3733, -0.8255], [-0.2070, -0.2657, 0.4751], [-0.8386, -0.5669, -0.1167], [-0.1857, -0.7944, 0.7389], [0.2716, -0.8776, -0.7217], [0.5795, 0.1071, 1.8390], [-0.7693, -0.0789, -0.1213], [-0.1911, -1.5235, -0.4552], [0.7170, -0.4677, 2.0110], [0.1079, 0.5867, -1.3665], [-0.0046, -1.6637, 0.0492], [0.6163, 0.5775, -2.0758], [-0.4171, -0.8476, 0.8453], [1.2523, 2.7372, -0.3188], [-0.3270, 0.1557, -0.9314], [-0.1281, -0.2149, 0.5493], [0.2505, 0.2888, -1.1994], [-0.4135, -0.0151, -0.4543], [0.2134, 0.8055, -0.0785], [-0.0522, 0.0108, 0.1320], [-0.2976, 0.7861, -0.7193], [-0.5374, 0.6370, -0.0499], [-0.3573, 0.3151, 0.6148], [0.7401, 0.0535, 0.2957], [-0.3109, 0.0252, 1.2295], [0.4297, -1.1766, 0.3067], [-1.1561, -1.3343, -0.7457], [0.0428, 0.0646, 0.4667], [-0.4563, -0.1126, 0.6085], [0.7396, 0.7405, -0.6821], [0.2406, 0.2064, 0.3652], [-0.9094, -0.9993, -1.7739], [0.5240, 0.9858, 1.5119], [0.8069, 1.2243, -0.1214], [-0.2117, 0.4206, -0.8615], [-1.0393, -1.4282, 2.0571], [-0.4556, -0.4375, -1.4536], [0.0228, -0.0501, 0.0217], [-0.0539, 0.7903, -0.3719], [0.2787, -0.2183, -0.1747], [-0.6530, -0.9099, 0.5027], [0.1954, -0.0073, 0.5842], [0.1189, -0.5965, -0.0542], [-0.0034, 0.3354, 0.2729], [-0.7260, -0.9202, 0.1275], [-0.4607, 0.0078, -0.7017], [0.5510, 0.0821, 0.4678], [1.0037, -0.3095, 0.2639], [-0.1735, 0.7848, -0.1424], [0.9541, 0.3876, -0.2259], [-0.2502, 0.1268, -0.0310], [-0.5843, -2.0334, -0.0296], [0.3171, -0.1401, -0.0785], [0.1046, -0.1889, -0.1618], [-0.3304, -0.4326, 0.8608], [-0.1407, 0.2546, 0.1973], [0.3592, 0.2623, 0.0868], [-0.0841, 0.8525, -0.1886], [0.2546, -0.0067, -0.9387], [0.7467, 1.0360, 0.3726], [-0.4753, 0.3282, -0.0733], [-1.0190, 0.6265, -0.0239], [1.6476, 0.3002, -1.8075], [-0.3769, 0.5176, 1.2519], [-1.4069, -1.6684, 1.0759], [0.0727, -0.0564, 0.3762], [0.4767, 0.1620, -0.5099], [0.0611, -0.2823, -0.0897], [0.2271, -0.3657, -0.5210], [0.1309, -0.0351, -0.0356], [0.1403, 0.7950, 0.2490], [0.6327, -1.1182, -0.1264], [0.1077, -1.0352, 2.5622], [-0.4679, 0.7922, -1.7632], [-0.1401, -0.4991, -0.8959], [-0.7844, 0.6685, 0.4527], [0.0005, 0.8601, -0.4880], [0.5597, 0.4294, 0.1608], [0.3980, -0.2074, 0.8572], [-0.0696, -0.3966, 0.0852], [-0.3797, 0.5561, -0.5956], [-0.4647, 0.0782, 0.9747], [-0.7207, -1.7503, 0.5333], [-0.0145, 1.6680, -1.2903], [2.3157, -0.2162, 0.5691], [0.7817, 0.5741, -0.1946], [-0.1413, -0.6331, 0.2873], [-0.3634, -0.2570, -0.4952], [-0.1796, 0.0552, 0.0935], [-0.3598, 0.0652, -0.5686], [-0.5035, 0.3106, 0.2874], [0.7244, -1.3465, 2.3992], [0.6343, 0.5315, -1.4833], [-0.3461, -0.0435, -0.0105], [-0.8954, 1.1242, 1.9137], [-0.6626, -0.1386, -0.6770], [0.1009, 0.6116, -0.0988], [0.0454, -0.1117, -0.5769], [0.3632, -1.1000, -1.5752], [-0.0675, -0.3679, 0.5161], [0.2257, 0.7960, -0.4102], [0.9629, 1.3534, 0.1477], [-0.5770, -0.3634, 0.0988], [0.7681, 0.4084, -0.1562], [0.4682, -0.7426, 0.1910], [0.2097, -0.9612, 0.4191], [-1.3802, -0.4458, 0.2859], [-0.0022, -0.1247, -0.7812], [-0.2017, -0.0008, 0.1397], [-0.2618, 0.8476, -0.5654], [-0.4094, 0.2112, -0.0392], [-0.0322, -0.5497, -0.1771], [0.5458, -0.1687, 0.0581], [-0.2913, 0.1574, 0.2657], [-0.0504, 1.3306, -0.3639], [0.1550, -0.2745, -0.5741], [-0.2224, 0.6674, 0.4101], [-0.0650, -0.0234, 0.0505], [-0.1099, -0.4625, 1.0415], [-0.6219, -0.1545, -0.1150], [0.7263, -0.3133, -0.3960], [-2.0301, 0.6331, 0.2373], [2.0172, 0.1295, -0.0822], [-0.0288, -0.2322, 0.1661], [-1.1553, 0.3798, 0.3942], [0.4861, -1.3369, 0.2462], [-0.0237, 0.4986, -0.1027], [0.6333, 0.0866, -0.2627], [0.7892, 0.1341, -0.2471], [-0.5950, 0.6154, -0.3853], [0.0727, -0.4578, -0.4683], [0.3741, 0.7672, 1.7441], [0.0677, 0.6750, 0.2069], [-0.2748, -0.7281, -0.6152], [1.4602, -0.2876, -1.0972], [-1.1319, 0.1561, -0.5500], [0.1710, -1.1477, -1.0238], [0.8566, 0.1177, 0.2063], [-1.1094, 0.6787, 0.4118], [0.3198, 0.7639, 0.3535], [-0.6859, -0.8607, 0.3095]]
}